# 1
Computed, not measured: C6H5N2O6Ti as an isolated structure in a non-equilibrium geometry, with ωB97M-V with the def2-TZVPD basis set.

Each line ends with the Löwdin charge.
Cartesian coordinates (Å):
O 3.5987 2.8382 0.1967  0.16
C 2.8814 2.0164 0.5630  0.03
Ti 0.6309 0.5301 0.0082  0.52
O 1.5971 2.7729 -2.0781  0.18
C 1.3433 1.9976 -1.2554  -0.13
C 1.1791 -0.3263 1.9481  -0.32
O 0.8467 -1.1749 2.7692  -0.04
C -0.1603 2.0406 1.2622  -0.05
O -0.5563 2.8722 1.9674  0.16
C 2.2181 -0.7282 -0.6112  -0.05
O 3.1059 -1.4022 -0.9338  0.16
H 2.1319 0.3689 2.2008  0.06
N -1.8713 -2.4292 -1.2493  0.21
C -1.9653 -1.2281 -0.6588  -0.55
N -3.1458 -0.8594 -0.1450  0.22
O -0.9512 -0.4781 -0.5295  -0.13
H -2.7285 -2.8765 -1.5814  0.14
H -0.9675 -2.6864 -1.6380  0.14
H -3.2032 0.0630 0.2752  0.14
H -3.9837 -1.3105 -0.5100  0.14

⟨S²⟩: 2.028
2S+1: 3
Charge: +1
ΔE to the lowest compared entry with this formula, charge and spin: 11.0 kcal per mole
Calculated total energy: -1641.78830 Ha
Maximum force: 5.8 eV/A

---

# 2
Computed, not measured: a single C6H5N3 molecule in a non-equilibrium geometry, with ωB97M-V with the def2-TZVPD basis set.

Each line ends with the Löwdin charge.
Cartesian coordinates (Å):
C 1.7980 -1.2011 -0.0982  -0.11
C 1.4551 1.2400 0.0662  -0.25
C -0.6746 -1.5635 0.0494  -0.06
C 0.6266 -1.6632 -0.1555  -0.01
C -1.2554 -0.2104 0.2848  -0.18
C -0.8645 1.0824 -0.4154  -0.17
N 2.8257 -0.4890 -0.0033  0.06
N 2.5581 0.8829 -0.1741  0.08
N 0.3202 1.6598 0.2776  0.11
H -1.2675 -2.4098 0.3677  0.10
H -2.3605 -0.2020 0.2398  0.12
H -0.9968 0.0314 1.2323  0.08
H -0.6372 0.9351 -1.4156  0.10
H -1.5270 1.9074 -0.2558  0.11

2S+1: 1
Charge: 0
ΔE to the lowest compared entry with this formula, charge and spin: 135.9 kcal per mole
SMILES string: C1=C=NN=C=NCCC=1
Calculated total energy: -395.69219 Ha
Maximum force: 5.8 eV/A

---

Repeat the second record exactly.
Computed, not measured: a single C6H5N3 molecule in a non-equilibrium geometry, with ωB97M-V with the def2-TZVPD basis set.

Each line ends with the Löwdin charge.
Cartesian coordinates (Å):
C 1.7980 -1.2011 -0.0982  -0.11
C 1.4551 1.2400 0.0662  -0.25
C -0.6746 -1.5635 0.0494  -0.06
C 0.6266 -1.6632 -0.1555  -0.01
C -1.2554 -0.2104 0.2848  -0.18
C -0.8645 1.0824 -0.4154  -0.17
N 2.8257 -0.4890 -0.0033  0.06
N 2.5581 0.8829 -0.1741  0.08
N 0.3202 1.6598 0.2776  0.11
H -1.2675 -2.4098 0.3677  0.10
H -2.3605 -0.2020 0.2398  0.12
H -0.9968 0.0314 1.2323  0.08
H -0.6372 0.9351 -1.4156  0.10
H -1.5270 1.9074 -0.2558  0.11

2S+1: 1
Charge: 0
ΔE to the lowest compared entry with this formula, charge and spin: 135.9 kcal per mole
SMILES string: C1=C=NN=C=NCCC=1
Calculated total energy: -395.69219 Ha
Maximum force: 5.8 eV/A

---

The lowest ΔE to the lowest compared entry with this formula, charge and spin belongs to which entry? C6H5N2O6Ti

---

What is the formula in the first record? C6H5N2O6Ti